(1)
This record from the OMol25 dataset describes C7H6 in the gas phase at a distorted geometry. The level of theory is ωB97M-V with the def2-TZVPD basis set.

XYZ file:
```
13
Properties=species:S:1:pos:R:3:lowdin_charge:R:1
C 0.428 0.389 1.508 -0.130
C 1.519 0.086 0.688 -0.136
C -1.067 -0.659 -0.146 -0.199
C -0.827 0.035 1.194 -0.047
C -0.626 0.955 -2.227 0.120
C 2.330 -0.388 -0.097 0.147
C -0.794 0.224 -1.274 -0.127
H 0.624 0.755 2.405 0.054
H -0.386 -1.417 -0.121 0.079
H -2.028 -1.062 -0.061 0.096
H -1.708 0.113 1.817 0.108
H -0.408 1.768 -2.840 0.008
H 2.943 -0.799 -0.847 0.025
```

SMILES: C#C/C=C\CC#C
LUMO level: 0.82 eV
HOMO level: -0.337 hartree



(2)
This record from the OMol25 dataset describes a molecular structure, C42H58BI2N6PS2Si4Sn at a distorted geometry. The level of theory is ωB97M-V with the def2-TZVPD basis set.

XYZ file:
```
117
Properties=species:S:1:pos:R:3:lowdin_charge:R:1
Sn -23.639 8.282 2.310 0.697
C -27.749 9.002 4.435 0.000
N -26.966 8.055 5.228 -0.119
C -26.924 8.070 6.596 -0.026
C -25.935 7.245 6.979 -0.003
N -25.290 6.760 5.820 0.005
B -24.119 5.766 5.824 -0.382
N -22.671 6.554 5.665 0.014
C -21.591 5.944 6.128 -0.081
C -20.536 6.814 6.161 0.021
N -21.047 8.042 5.698 -0.106
C -20.359 9.322 5.584 -0.071
C -22.363 7.831 5.455 -0.619
S -23.268 9.060 4.560 0.515
C -25.960 7.292 4.755 -0.685
S -25.704 6.994 3.052 0.524
H -28.639 9.253 5.008 0.101
H -28.012 8.503 3.506 0.075
H -27.144 9.890 4.290 0.101
H -27.649 8.682 7.092 0.133
H -25.656 6.878 7.938 0.124
H -24.051 5.238 6.924 0.092
H -24.263 4.943 5.014 0.049
H -21.606 4.908 6.391 0.134
H -19.529 6.757 6.400 0.106
H -19.276 9.142 5.601 0.041
H -20.716 10.073 6.313 0.111
H -20.604 9.687 4.566 0.060
I -17.944 8.115 3.106 1.044
C -15.786 7.970 2.932 -0.500
C -15.347 7.210 3.966 -0.205
C -14.002 6.882 4.088 -0.096
C -13.125 7.353 3.227 -0.041
C -13.510 8.207 2.152 -0.153
C -12.474 8.790 1.381 -0.019
C -12.773 9.648 0.409 -0.055
C -14.132 9.811 0.041 -0.095
C -15.222 9.338 0.777 -0.328
P -16.731 10.250 0.262 1.093
C -17.261 11.280 1.713 -0.417
C -18.415 12.049 1.496 -0.113
C -18.682 13.083 2.402 -0.074
C -17.908 13.197 3.581 -0.082
C -16.830 12.359 3.786 -0.087
C -16.467 11.422 2.842 -0.126
C -17.938 8.900 -0.201 -0.416
C -19.177 9.257 -0.709 -0.151
C -20.047 8.363 -1.351 -0.074
C -19.580 7.005 -1.496 -0.076
C -18.306 6.619 -1.009 -0.109
C -17.449 7.529 -0.355 -0.100
C -14.874 8.522 1.943 -0.176
H -16.098 6.922 4.743 0.079
H -13.658 6.133 4.855 0.140
H -12.039 7.236 3.350 0.129
H -11.522 8.454 1.712 0.111
H -12.045 10.156 -0.157 0.102
H -14.288 10.448 -0.828 0.090
H -19.038 11.871 0.611 0.079
H -19.458 13.811 2.220 0.095
H -18.138 14.012 4.247 0.101
H -16.237 12.548 4.686 0.116
H -15.584 10.848 3.044 0.098
H -19.458 10.295 -0.674 0.066
H -20.947 8.733 -1.761 0.070
H -20.139 6.346 -2.140 0.091
H -18.013 5.576 -1.130 0.090
H -16.474 7.199 -0.112 0.085
I -18.748 4.150 1.984 0.943
C -20.610 4.926 2.293 -0.746
C -21.755 4.275 2.774 -0.098
N -22.719 5.180 2.775 0.010
N -22.292 6.386 2.345 -0.151
C -21.006 6.251 2.022 -0.201
H -21.898 3.333 3.259 0.135
H -23.619 5.069 3.177 0.074
H -20.432 7.031 1.654 0.042
C -23.971 14.265 -6.302 -0.271
Si -21.093 12.628 -5.707 0.749
C -20.562 13.338 -7.295 -0.204
C -19.823 11.532 -4.943 -0.205
Si -23.276 12.956 -5.018 0.456
Si -23.646 13.360 -2.671 0.384
C -22.776 11.949 -1.809 -0.231
C -22.786 14.846 -1.925 -0.201
C -25.467 13.540 -2.383 -0.210
Si -24.283 10.834 -5.770 0.491
C -26.114 11.243 -5.992 -0.191
C -23.778 9.532 -4.539 -0.201
C -23.540 10.584 -7.530 -0.182
H -24.065 13.742 -7.259 0.019
H -23.309 15.098 -6.420 0.007
H -25.028 14.463 -6.025 0.032
H -20.829 14.415 -7.310 0.060
H -21.200 12.806 -8.031 0.054
H -19.522 13.166 -7.469 0.036
H -18.887 12.102 -4.982 0.051
H -19.719 10.511 -5.313 0.056
H -20.014 11.382 -3.874 0.019
H -22.006 11.448 -2.385 -0.015
H -23.391 11.138 -1.324 0.055
H -22.208 12.469 -1.006 0.032
H -21.745 14.689 -1.597 0.045
H -23.234 14.939 -0.933 0.045
H -22.880 15.719 -2.458 -0.002
H -26.045 12.584 -2.443 0.049
H -25.771 14.168 -3.262 0.040
H -25.627 14.082 -1.435 0.045
H -26.821 10.912 -5.194 0.055
H -26.344 10.734 -6.904 0.015
H -26.290 12.304 -6.154 0.021
H -24.575 9.149 -3.851 0.062
H -23.032 10.039 -3.935 -0.015
H -23.396 8.715 -5.087 0.013
H -24.362 10.354 -8.202 0.038
H -22.834 9.751 -7.521 0.042
H -23.073 11.481 -7.782 -0.044
```

LUMO level: -5.86 eV
Charge: +2
HOMO level: -0.413 hartree



(3)
This record from the OMol25 dataset describes 2 unconnected molecules or ions with the total composition C3H9O3 at a distorted geometry. The level of theory is ωB97M-V with the def2-TZVPD basis set.

XYZ file:
```
15
Properties=species:S:1:pos:R:3:lowdin_charge:R:1
C 0.654 0.239 -0.572 -0.201
C 0.483 -1.086 -1.290 -0.286
O -0.785 -1.714 -1.030 -0.154
C -0.710 0.845 -0.079 -0.425
O -1.036 0.171 1.104 -0.361
H 1.189 1.014 -1.215 0.107
H 1.226 0.214 0.292 0.059
H 0.616 -1.002 -2.556 0.136
H 1.217 -1.897 -1.018 0.101
H -1.433 -0.963 -0.807 0.072
H -0.641 2.027 0.035 0.122
H -1.470 0.526 -0.736 0.045
H 0.182 0.868 1.874 0.038
H 0.016 -0.004 3.086 -0.053
O 0.493 0.764 2.912 -0.199
```

LUMO level: 4.15 eV
Charge: -1
HOMO level: -0.121 hartree



(4)
This record from the OMol25 dataset describes HIN3P in the gas phase at a distorted geometry. The level of theory is ωB97M-V with the def2-TZVPD basis set.

XYZ file:
```
6
Properties=species:S:1:pos:R:3:mulliken_spin:R:1
N 1.077 -0.465 0.175 0.849
N 0.935 0.390 -0.628 0.603
N -0.268 1.524 -0.092 0.287
P -1.683 1.165 0.200 0.075
I -1.742 -1.355 0.177 0.181
H 1.681 -1.259 0.168 0.005
```

LUMO level (alpha / beta): -0.64 / -2.60 eV
2S+1: 3
HOMO level (alpha / beta): -0.251 / -0.355 hartree



ΔE to the lowest compared entry with this formula, charge and spin in kcal per mole, matching the order above: 55.4, 45.0, 45.8, 27.1